Density functional theory data (wB97M-V/def2-TZVPD) for one molecule with the formula C5H9NO.

Spin multiplicity: 1
E (a.u.): -325.89495
Kohn-Sham gap (Eh): 0.380
SMILES: O=CN1CCCC1
HOMO energy (eV): -9.46

Each line ends with the Mulliken charge.
Cartesian coordinates (Å):
C (-0.333, -0.310, 1.184)  -0.597
N (0.791, -0.559, 0.230)  -0.023
C (1.123, -1.854, 0.007)  0.065
O (0.773, -2.857, 0.584)  -0.551
C (0.735, 0.423, -0.890)  -0.608
C (-0.364, 1.409, -0.485)  -0.562
C (-1.277, 0.666, 0.476)  -0.526
H (0.123, 0.054, 2.109)  0.272
H (-0.842, -1.250, 1.379)  0.310
H (1.676, -1.963, -0.951)  0.328
H (0.586, -0.099, -1.830)  0.374
H (1.707, 0.918, -0.916)  0.252
H (-0.778, 1.663, -1.472)  0.296
H (-0.057, 2.443, -0.315)  0.342
H (-1.957, 1.242, 1.091)  0.387
H (-1.907, 0.076, -0.202)  0.241

Density functional theory data (wB97M-V/def2-TZVPD) for one molecule with the formula C20H31ClN2O4S.

Spin multiplicity: 1
E (a.u.): -2049.58344
Kohn-Sham gap (Eh): 0.359
SMILES: CC(C)OCCCNC(=O)[C@H]1CC[C@H](CNS(=O)(=O)c2ccc(Cl)cc2)CC1
HOMO energy (eV): -9.42

Each line ends with the Mulliken charge.
Cartesian coordinates (Å):
C (-1.450, -2.926, 1.149)  -1.125
H (-2.270, -2.979, 1.861)  0.401
H (-0.825, -2.072, 1.398)  0.090
H (-0.856, -3.831, 1.236)  0.427
C (-1.978, -2.798, -0.281)  0.219
C (-0.832, -2.746, -1.286)  -0.955
H (-0.259, -3.666, -1.237)  0.379
H (-1.226, -2.623, -2.291)  0.390
H (-0.179, -1.906, -1.060)  -0.037
O (-2.746, -1.622, -0.482)  -0.343
C (-4.001, -1.585, 0.169)  -0.453
C (-4.985, -0.769, -0.673)  -0.845
H (-4.865, -1.069, -1.716)  0.263
C (-4.777, 0.739, -0.549)  -0.793
N (-3.399, 1.106, -0.790)  -0.057
C (-2.747, 1.973, 0.015)  -0.078
O (-3.307, 2.628, 0.870)  -0.696
C (-1.244, 2.037, -0.237)  0.818
C (-0.697, 3.424, 0.092)  -1.196
C (0.823, 3.451, -0.030)  -0.929
C (1.458, 2.413, 0.896)  0.372
C (0.930, 1.023, 0.543)  -0.656
C (-0.590, 0.983, 0.663)  -0.181
H (-0.879, 1.182, 1.698)  0.389
H (-0.966, -0.004, 0.389)  -0.532
H (1.232, 0.777, -0.477)  0.325
H (1.375, 0.277, 1.208)  0.412
H (1.171, 2.648, 1.926)  0.387
C (2.991, 2.461, 0.831)  -1.400
N (3.494, 2.045, -0.461)  -0.188
S (4.838, 1.063, -0.478)  1.305
O (5.696, 1.331, 0.641)  -0.676
O (5.372, 1.132, -1.805)  -0.741
C (4.064, -0.530, -0.227)  -0.154
C (4.104, -1.126, 1.018)  -0.145
C (3.471, -2.342, 1.215)  -0.782
C (2.814, -2.940, 0.149)  0.552
C (2.781, -2.345, -1.106)  -0.815
C (3.411, -1.127, -1.288)  -0.439
H (3.420, -0.635, -2.247)  0.467
H (2.275, -2.834, -1.923)  0.490
Cl (2.041, -4.462, 0.385)  -0.196
H (3.490, -2.826, 2.179)  0.457
H (4.644, -0.638, 1.814)  0.483
H (3.539, 2.765, -1.163)  0.314
H (3.342, 3.467, 1.089)  0.433
H (3.414, 1.765, 1.557)  0.543
H (1.193, 4.447, 0.221)  0.366
H (1.108, 3.232, -1.062)  0.439
H (-1.000, 3.683, 1.108)  0.332
H (-1.140, 4.160, -0.582)  0.434
H (-1.036, 1.796, -1.285)  0.260
H (-2.868, 0.472, -1.366)  0.314
H (-5.030, 1.090, 0.456)  0.402
H (-5.430, 1.255, -1.264)  0.300
H (-6.003, -1.007, -0.363)  0.395
H (-4.386, -2.608, 0.283)  0.547
H (-3.900, -1.138, 1.168)  0.228
H (-2.615, -3.674, -0.500)  0.479

Density functional theory data (wB97M-V/def2-TZVPD) for a 2-piece molecular cluster, C2H8N2O3P overall.

Spin multiplicity: 1
E (a.u.): -757.72398
Kohn-Sham gap (Eh): 0.324
Charge: -1
HOMO energy (eV): -4.85

Each line ends with the Mulliken charge.
Cartesian coordinates (Å):
C (0.352, -1.936, -0.476)  -1.011
C (0.476, -0.684, 0.311)  0.700
N (-0.250, -0.153, 1.161)  -0.759
N (-1.608, 1.957, -0.622)  -0.821
O (3.128, -0.858, 0.009)  -0.734
O (1.938, 1.163, -1.155)  -0.743
O (2.100, 1.056, 1.498)  -0.528
P (2.127, 0.231, 0.029)  0.753
H (-0.239, -2.636, 0.279)  0.269
H (1.359, -2.189, -0.719)  0.352
H (-0.291, -1.722, -1.469)  0.177
H (1.281, 1.524, 1.382)  0.311
H (-1.113, -0.696, 1.404)  0.213
H (-0.761, 2.109, -1.111)  0.330
H (-1.694, 2.523, 0.200)  0.203
H (-1.601, 1.070, -0.230)  0.289

Density functional theory data (wB97M-V/def2-TZVPD) for a 2-piece molecular cluster, C4H11NO overall.

Spin multiplicity: 1
E (a.u.): -288.93724
Kohn-Sham gap (Eh): 0.398
SMILES: CC(N)=O.CC
HOMO energy (eV): -9.94

Each line ends with the Mulliken charge.
Cartesian coordinates (Å):
C (-1.073, -0.080, 1.145)  -0.871
C (-0.675, -1.204, 0.437)  0.598
O (-1.350, -1.874, -0.303)  -0.615
N (0.698, -1.576, 0.545)  -0.400
H (1.134, -2.306, 0.145)  0.117
H (1.435, -1.032, 1.009)  0.263
H (-0.367, 0.584, 1.522)  0.381
H (-1.845, -0.426, 1.789)  0.322
H (-1.576, 0.699, 0.342)  0.252
C (0.606, 2.714, -0.714)  -1.088
C (1.339, 1.290, -1.009)  -0.517
H (0.225, 2.692, 0.234)  0.366
H (1.235, 3.549, -0.665)  0.424
H (-0.070, 2.939, -1.595)  0.207
H (2.355, 1.484, -0.772)  0.291
H (1.468, 1.114, -2.129)  0.312
H (0.744, 0.409, -0.430)  -0.040

Density functional theory data (wB97M-V/def2-TZVPD) for C24H42F8Li3N4O40S8 as an isolated structure.

Spin multiplicity: 1
E (a.u.): -8175.06489
Kohn-Sham gap (Eh): 0.184
Charge: -1
HOMO energy (eV): -7.22

Each line ends with the Mulliken charge.
Cartesian coordinates (Å):
Li (-0.663, -1.052, 3.981)  0.973
Li (1.765, -3.508, 0.510)  0.990
Li (1.493, -0.027, 8.289)  0.969
N (0.391, -3.159, 6.745)  -0.322
S (-0.396, -4.332, 7.280)  1.085
O (-0.050, -4.796, 8.589)  -0.538
O (-0.893, -5.219, 6.216)  -0.590
F (-1.755, -3.500, 7.567)  -0.303
S (1.684, -4.259, 6.274)  1.020
O (1.829, -4.466, 4.845)  -0.570
O (2.179, -5.321, 7.166)  -0.508
F (2.847, -3.187, 6.548)  -0.253
N (-0.777, 2.922, 8.504)  -0.253
S (-1.228, 3.666, 7.266)  0.982
O (-1.845, 5.042, 7.421)  -0.554
O (-1.565, 2.833, 6.115)  -0.560
F (0.329, 4.080, 6.916)  -0.327
S (-2.367, 2.949, 9.191)  1.062
O (-3.510, 2.545, 8.365)  -0.523
O (-2.517, 4.105, 10.129)  -0.551
F (-2.188, 1.709, 10.210)  -0.261
N (0.555, 0.048, 0.634)  -0.271
S (-0.155, 0.722, -0.508)  1.002
O (0.521, 0.964, -1.785)  -0.556
O (-1.174, 1.698, -0.128)  -0.561
F (-1.042, -0.582, -0.855)  -0.306
S (1.706, 1.327, 0.823)  1.041
O (1.303, 2.707, 0.906)  -0.477
O (2.980, 1.029, 0.167)  -0.558
F (1.981, 0.970, 2.409)  -0.289
N (4.767, 0.359, 10.350)  -0.227
S (5.317, -0.460, 11.477)  1.020
O (5.849, 0.251, 12.634)  -0.582
O (5.644, -1.849, 11.275)  -0.578
F (3.810, -0.678, 12.014)  -0.347
S (6.294, 0.812, 9.740)  1.072
O (7.144, -0.315, 9.373)  -0.540
O (6.834, 1.932, 10.520)  -0.551
F (5.832, 1.477, 8.346)  -0.261
C (-5.953, 5.586, -3.991)  -0.271
C (-7.429, 5.259, -4.014)  -0.252
O (-7.989, 6.373, -3.418)  -0.379
C (-7.068, 7.164, -2.799)  0.703
O (-7.343, 8.110, -2.112)  -0.524
O (-5.904, 6.625, -3.017)  -0.315
H (-5.686, 5.813, -5.023)  0.251
H (-5.341, 4.733, -3.697)  0.284
H (-7.821, 4.384, -3.496)  0.265
H (-7.670, 5.221, -5.076)  0.238
C (4.770, 6.242, -2.854)  -0.325
C (4.459, 7.782, -3.092)  -0.279
O (3.596, 7.720, -4.227)  -0.306
C (3.117, 6.493, -4.308)  0.685
O (2.160, 6.216, -5.007)  -0.578
O (3.660, 5.634, -3.460)  -0.290
H (4.928, 5.990, -1.805)  0.279
H (5.577, 5.762, -3.408)  0.256
H (5.365, 8.371, -3.233)  0.299
H (3.833, 8.131, -2.270)  0.258
C (-1.352, 9.698, -0.387)  -0.322
C (-1.234, 8.353, 0.418)  -0.344
O (-2.452, 8.452, 1.121)  -0.307
C (-2.851, 9.687, 1.263)  0.701
O (-3.706, 10.085, 2.024)  -0.556
O (-2.037, 10.483, 0.540)  -0.327
H (-1.834, 9.554, -1.354)  0.281
H (-0.318, 10.009, -0.533)  0.288
H (-0.424, 8.472, 1.138)  0.267
H (-1.195, 7.444, -0.183)  0.321
C (5.234, -1.176, -6.105)  -0.622
O (5.384, -2.228, -7.071)  -0.285
C (4.318, -2.493, -7.754)  0.792
O (3.153, -1.984, -7.714)  -0.573
O (4.571, -3.668, -8.532)  -0.324
C (3.657, -3.865, -9.681)  -0.639
H (6.191, -1.052, -5.599)  0.235
H (4.656, -1.489, -5.236)  0.298
H (4.894, -0.307, -6.670)  0.301
H (3.595, -4.880, -10.074)  0.236
H (3.960, -3.332, -10.582)  0.262
H (2.689, -3.510, -9.330)  0.318
C (-1.471, -6.785, -3.595)  -0.566
O (-1.397, -7.815, -2.627)  -0.332
C (-0.792, -7.630, -1.496)  0.844
O (-0.404, -6.512, -1.195)  -0.593
O (-0.743, -8.765, -0.760)  -0.289
C (-0.242, -8.750, 0.532)  -0.604
H (-2.178, -6.054, -3.202)  0.270
H (-1.825, -7.166, -4.553)  0.197
H (-0.448, -6.417, -3.678)  0.283
H (-0.940, -8.291, 1.232)  0.289
H (0.649, -8.126, 0.593)  0.268
H (0.048, -9.771, 0.783)  0.230
C (5.428, -7.119, -3.142)  -0.653
O (6.401, -6.408, -2.416)  -0.308
C (6.208, -5.438, -1.539)  0.812
O (5.153, -4.777, -1.362)  -0.631
O (7.416, -5.152, -0.995)  -0.285
C (7.519, -4.454, 0.292)  -0.610
H (4.995, -8.017, -2.702)  0.286
H (5.887, -7.545, -4.034)  0.254
H (4.613, -6.462, -3.447)  0.313
H (7.051, -3.470, 0.248)  0.290
H (8.580, -4.245, 0.422)  0.244
H (7.080, -4.978, 1.141)  0.290
C (-6.408, 0.203, 2.732)  -0.628
O (-6.508, -1.048, 2.142)  -0.311
C (-5.670, -2.069, 2.427)  0.820
O (-4.642, -1.952, 3.077)  -0.591
O (-6.172, -3.191, 2.007)  -0.308
C (-5.689, -4.472, 2.468)  -0.592
H (-5.534, 0.797, 2.466)  0.269
H (-6.461, 0.059, 3.811)  0.313
H (-7.309, 0.793, 2.568)  0.239
H (-4.711, -4.754, 2.075)  0.247
H (-6.290, -5.336, 2.184)  0.241
H (-5.619, -4.384, 3.552)  0.303
C (-2.857, 1.210, -7.824)  -0.630
O (-3.989, 1.004, -7.032)  -0.230
C (-4.495, -0.320, -6.826)  0.675
O (-4.098, -1.357, -7.370)  -0.547
O (-5.582, -0.217, -5.982)  -0.250
C (-6.311, -1.349, -5.526)  -0.620
H (-2.972, 0.864, -8.851)  0.288
H (-2.007, 0.815, -7.268)  0.296
H (-2.765, 2.291, -7.936)  0.222
H (-5.815, -1.869, -4.707)  0.265
H (-6.507, -1.903, -6.444)  0.315
H (-7.262, -0.968, -5.154)  0.217

Density functional theory data (wB97M-V/def2-TZVPD) for an isolated ion of composition C5H13N2 and charge +1.

Spin multiplicity: 1
E (a.u.): -307.53445
Kohn-Sham gap (Eh): 0.303
SMILES: CN/C=C/CC[NH3+]
Charge: +1
HOMO energy (eV): -11.60

Each line ends with the Mulliken charge.
Cartesian coordinates (Å):
C (0.277, 1.930, 1.125)  -0.686
C (-0.876, 1.768, 0.146)  -0.660
C (-1.047, 0.393, -0.491)  -0.370
C (-0.035, -0.477, -0.684)  -0.443
N (-0.251, -1.820, -0.919)  -0.197
C (0.739, -2.584, -1.666)  -0.862
N (0.432, 0.701, 1.983)  -0.222
H (1.224, 2.146, 0.635)  0.342
H (0.080, 2.743, 1.823)  0.386
H (-1.800, 1.986, 0.689)  0.390
H (-0.839, 2.571, -0.591)  0.350
H (-2.073, 0.257, -0.783)  0.370
H (0.945, -0.161, -1.016)  0.425
H (-1.201, -2.137, -1.031)  0.223
H (0.612, -2.542, -2.752)  0.311
H (1.753, -2.276, -1.418)  0.322
H (0.621, -3.632, -1.412)  0.302
H (0.455, -0.112, 1.343)  0.262
H (-0.372, 0.566, 2.600)  0.370
H (1.357, 0.681, 2.418)  0.387

Among the records above, which one has the lowest HOMO energy?
C5H13N2